A molecular structure, C42H98N6O16Ti2, computed with wB97M-V/def2-TZVPD.

```
164
Properties=species:S:1:pos:R:3:lowdin_spin:R:1
Ti -3.94 -1.89 0.56 2.57
Ti 0.67 -2.19 -3.51 2.71
O 7.31 0.83 3.16 0.00
O -5.23 -0.69 -1.51 0.03
O 5.42 -1.34 -0.19 0.00
O 3.20 3.62 -3.97 0.00
O -2.33 -4.02 -4.27 0.02
O -1.30 -1.29 -2.65 0.07
O 3.84 2.93 0.49 0.00
O -3.90 2.46 -6.01 0.00
O 1.42 -0.58 -1.94 0.05
O 1.09 -5.94 2.88 0.00
O -2.55 3.76 -3.11 0.00
O -4.39 2.56 4.14 0.00
O -1.20 2.89 5.02 0.00
O 0.15 -0.23 2.52 0.03
O -2.61 0.14 1.56 0.03
O -3.05 -3.82 4.81 0.00
N -2.44 0.56 4.58 0.00
N -1.37 1.82 -5.33 0.00
N -1.33 -4.57 2.25 0.01
N -4.08 -3.26 -2.33 0.07
N 6.63 3.22 1.88 0.00
N 4.10 0.58 -2.16 0.00
C -4.85 1.21 3.77 0.00
C 6.10 4.08 0.59 0.00
C 4.59 -1.80 -1.25 0.00
C -3.54 -3.47 6.10 0.00
C -0.68 2.14 -3.95 0.00
C -0.41 4.12 5.00 0.00
C 8.12 2.82 1.77 0.00
C -1.67 -3.53 4.63 0.00
C -4.83 3.41 -5.31 0.00
C -3.31 -4.99 -3.93 0.00
C 3.10 4.99 -3.62 0.00
C -3.64 -4.68 -2.53 0.01
C 8.36 1.75 2.93 0.00
C -2.03 -0.68 -0.48 0.05
C 0.54 -0.69 -1.08 0.01
C -0.25 -4.86 1.15 0.01
C -1.69 -0.29 0.78 0.02
C -3.96 0.30 4.66 0.00
C -5.41 -1.18 -2.78 0.00
C 7.56 -0.19 4.14 0.00
C 3.56 1.41 -3.39 0.00
C -1.62 2.68 -2.76 0.00
C -5.53 0.68 -1.38 0.00
C 6.81 -1.66 -0.14 0.00
C 0.64 -6.05 1.60 0.00
C -1.62 0.61 5.84 0.00
C 4.60 -0.82 -2.50 0.01
C 0.79 -0.44 0.38 0.01
C 3.46 2.83 -2.85 0.00
C -5.40 -2.66 -2.88 0.01
C -1.01 -0.97 -1.47 0.03
C 1.81 -7.04 3.50 0.00
C -2.02 4.96 -3.68 0.00
C -1.47 -4.46 -5.26 0.01
C 4.53 4.16 0.47 0.00
C -0.25 -0.28 1.28 0.01
C -3.73 1.40 -5.04 0.00
C -2.43 0.69 -5.24 0.00
C -1.11 -3.32 3.19 0.01
C -5.15 3.46 3.41 0.00
C -0.58 1.74 5.64 0.00
C 2.44 2.98 0.71 0.00
H -0.24 1.25 -3.51 0.00
H 6.10 2.36 1.90 0.00
H -5.85 3.32 -5.70 0.00
H -3.66 -4.35 6.72 0.00
H -5.28 3.33 2.33 0.00
H -4.13 0.47 5.72 0.00
H -6.28 -3.11 -2.42 0.00
H 3.55 -1.96 -0.97 0.00
H 4.22 4.67 -0.44 0.00
H 6.89 -1.03 3.96 0.00
H -1.21 -0.38 6.05 0.00
H -4.08 -0.73 4.33 0.00
H -1.06 -4.26 5.15 0.00
H 4.42 3.12 -2.41 0.00
H -0.88 -3.64 -5.66 0.01
H 4.77 1.14 -1.65 0.00
H -6.16 3.41 3.83 0.00
H -1.56 -2.56 5.12 0.00
H -0.80 -5.02 0.21 0.00
H -2.13 4.85 -4.75 0.00
H 1.78 -0.68 0.73 0.00
H 8.61 2.26 3.85 0.00
H -4.75 1.04 2.70 0.00
H -3.00 -2.71 6.66 0.00
H 2.35 -6.59 4.33 0.00
H -2.97 -6.02 -3.95 0.00
H 1.21 -7.82 3.98 0.00
H 6.74 -2.73 0.02 0.00
H -4.71 1.15 -1.93 0.00
H 2.65 2.91 -2.13 0.00
H 7.37 -1.10 0.61 0.00
H -2.07 -4.82 -6.10 0.00
H 7.33 -1.61 -1.10 0.00
H -4.59 0.73 -5.15 0.00
H 1.94 3.43 1.56 0.00
H 1.44 -6.21 0.87 0.00
H -3.84 1.78 -4.02 0.00
H -4.10 -4.82 -4.66 0.00
H -2.25 0.97 6.66 0.00
H 2.17 1.93 0.84 0.00
H 2.64 -7.43 2.90 0.00
H -4.51 -5.21 -2.14 0.00
H -1.76 2.66 -5.74 0.00
H -4.54 -3.04 5.99 0.00
H 0.20 -7.05 1.54 0.00
H 5.65 -0.64 -2.71 0.00
H 8.25 2.43 0.77 0.00
H -1.45 -2.42 2.68 0.01
H 0.61 3.85 4.74 0.00
H -2.25 1.50 4.28 0.00
H -0.02 -3.31 3.28 0.00
H 0.08 2.04 6.47 0.00
H -4.84 4.48 3.65 0.00
H -1.96 0.07 3.83 0.00
H 8.56 -0.58 3.95 0.00
H 3.01 5.61 -4.51 0.00
H -2.83 -4.85 -1.82 0.01
H -0.40 4.53 6.01 0.00
H 6.40 3.56 -0.32 0.00
H 6.28 3.70 2.70 0.00
H -6.47 0.92 -1.87 0.00
H -1.09 5.26 -3.20 0.00
H 4.86 -2.77 -1.66 0.00
H 1.95 3.37 -0.18 0.00
H 0.37 -3.98 0.99 0.00
H 6.63 5.03 0.56 0.00
H -6.33 -0.87 -3.28 0.00
H -4.63 4.44 -5.60 0.00
H 2.13 5.19 -3.15 0.00
H 4.33 1.14 -4.11 0.00
H 3.35 0.37 -1.53 0.00
H 4.04 -1.15 -3.38 0.01
H -4.96 3.48 -4.23 0.00
H -5.86 1.04 4.15 0.00
H -2.15 -4.71 1.67 0.03
H -2.10 0.05 -4.42 0.00
H -5.28 -2.76 -3.96 0.00
H -0.87 4.79 4.27 0.00
H 0.11 1.38 4.88 0.00
H -1.01 -5.34 -4.82 0.00
H -1.39 -5.38 2.85 0.00
H -4.20 -3.40 -1.34 0.09
H 8.63 3.77 1.92 0.00
H 9.18 1.13 2.58 0.00
H 2.64 0.88 -3.65 0.01
H 7.39 0.09 5.18 0.00
H 3.87 5.40 -2.96 0.00
H 4.14 4.62 1.37 0.00
H -3.06 -0.60 -0.80 0.01
H -4.65 -0.74 -3.41 0.00
H -0.93 2.97 -1.96 0.00
H -2.19 1.84 -2.37 0.00
H -2.64 5.76 -3.26 0.00
H -0.60 1.47 -5.88 0.00
H 0.14 2.76 -4.32 0.00
H -3.38 -2.56 -2.54 0.01
H -5.51 1.13 -0.39 0.00
H -2.47 0.18 -6.20 0.00
```

charge	+6
LUMO energy (alpha / beta)	-0.5092 / -0.5220	Eh
2S+1	7
<S²>	12.0077
frontier orbital gap (alpha / beta)	5.601 / 6.357	eV
DFT total energy	-4887.44726	Eh



2 unconnected molecules or ions with the total composition C5H14N3S, computed with wB97M-V/def2-TZVPD.

```
23
Properties=species:S:1:pos:R:3:mulliken_charge:R:1
S -0.28 2.35 -1.43 -0.17
N -0.74 0.13 0.49 -0.21
N -0.44 -0.13 -0.75 0.02
N 2.55 0.42 -1.20 -0.63
C -0.16 0.26 -3.16 -1.52
C -0.82 -0.79 1.50 0.03
C -1.03 -1.43 3.89 -1.07
C -0.76 -0.51 2.83 -0.15
C -0.32 0.65 -1.83 0.84
H 1.95 1.02 -0.61 0.23
H -0.86 0.64 3.16 0.15
H 2.96 1.00 -1.94 0.23
H 0.41 -0.73 -3.27 0.35
H -1.77 -2.12 3.55 0.35
H -0.23 -1.03 -0.98 0.15
H -0.44 2.73 -2.75 0.21
H 0.44 0.91 -3.78 0.45
H 3.48 0.06 -0.68 0.27
H -1.10 0.22 -3.67 0.40
H -0.09 -2.07 3.95 0.27
H -0.76 1.11 0.75 0.19
H -0.63 -1.78 1.07 0.29
H -1.37 -0.92 4.86 0.32
```

charge	+1
energy relative to the best compared isomer or geometry (same formula, charge and spin)	67.0	kcal/mol
LUMO energy (alpha / beta)	-0.1454 / -0.1455	Eh
frontier orbital gap (alpha / beta)	7.744 / 7.744	eV
DFT total energy	-761.00028	Eh



A molecular structure, C16H43N5NbO8P, computed with wB97M-V/def2-TZVPD.

```
74
Properties=species:S:1:pos:R:3:mulliken_charge:R:1
Nb 0.93 -0.57 2.40 -0.37
P 1.70 -1.91 0.28 1.10
O -2.60 2.02 1.19 -0.48
O 6.24 1.42 4.63 -0.61
O 2.09 -0.94 -0.99 -0.54
O 0.41 -2.73 -0.30 -0.58
O 0.15 0.24 4.17 -0.54
O 2.70 0.43 2.56 -0.61
O -4.36 -1.09 -4.97 -0.28
O -1.77 0.43 5.08 -0.43
N -3.48 -0.44 -2.09 0.40
N 2.84 -2.93 0.57 -0.94
N 5.28 0.35 1.65 -0.14
N -2.06 4.19 1.57 -0.65
N -1.20 0.03 4.12 0.40
C 6.34 0.19 3.92 0.36
C -2.90 0.54 -3.09 -0.45
C -0.11 0.97 1.08 -1.27
C 5.21 -0.78 4.24 -1.09
C 3.04 1.45 1.65 0.16
C 6.52 0.46 2.43 -1.02
C -3.75 -1.73 -6.08 -0.78
C -0.35 2.35 1.68 -0.50
C -1.74 -2.31 -2.57 -0.90
C -4.71 -1.18 -2.57 -0.79
C -4.65 -1.94 -3.88 -0.50
C -1.76 2.79 1.46 0.42
C -3.90 0.34 -0.88 -1.47
C -3.86 1.61 -3.57 -1.38
C -2.38 -1.35 -1.58 0.27
C 4.56 1.63 1.64 -1.22
H -4.96 -1.86 -1.77 0.38
H 5.59 -1.62 4.80 0.37
H 0.28 3.06 1.16 0.42
H 4.80 2.15 2.56 0.40
H -2.50 -0.02 -3.92 0.37
H -2.04 4.48 2.55 0.31
H 5.61 0.22 0.70 0.23
H -3.05 0.92 -0.54 0.70
H -0.77 -2.61 -2.17 -0.01
H -2.80 -1.91 -0.75 0.40
H 7.28 -0.21 2.05 0.47
H -3.79 -2.82 -6.01 0.36
H 7.26 -0.27 4.26 0.41
H -1.08 0.54 0.85 0.70
H -4.74 0.99 -1.12 0.43
H -2.06 1.01 -2.58 0.60
H 1.63 -1.95 3.39 0.05
H -1.56 -1.87 -3.55 0.16
H 2.64 2.38 2.03 0.21
H 6.96 1.45 2.32 0.38
H -4.26 -1.42 -6.99 0.28
H -5.49 -0.42 -2.64 0.49
H 5.37 1.50 5.03 0.32
H 2.73 1.27 0.62 0.23
H -3.96 -2.77 -3.84 0.34
H -1.34 4.74 1.11 0.29
H 4.72 -1.17 3.37 0.08
H 2.97 -0.59 -0.86 0.29
H -3.36 2.21 -4.32 0.43
H -2.70 -1.42 -6.15 0.26
H 0.40 1.03 0.12 0.65
H 4.88 2.30 0.83 0.35
H 4.47 -0.30 4.87 0.30
H -2.32 -3.22 -2.69 0.38
H -0.56 -1.57 2.28 0.14
H 3.08 -2.87 1.55 0.24
H -1.61 -0.69 -1.18 -0.14
H -4.75 1.19 -4.03 0.29
H -4.20 -0.37 -0.11 0.49
H 0.74 -3.40 -0.93 0.25
H -5.65 -2.37 -4.04 0.39
H -4.16 2.28 -2.77 0.36
H -0.11 2.47 2.73 0.34
```

LUMO energy	-0.0070	Eh
frontier orbital gap	7.319	eV
DFT total energy	-1909.18497	Eh



- Look up the DFT total energy of the second one.
  -761.00028 Eh